<1>
Formula: C6H15N
Source: the OMol25 dataset
Level of theory: ωB97M-V with the def2-TZVPD basis set

## Properties
**Gap between HOMO and LUMO**: 9.4 eV
**SMILES string**: CCN[C@H](C)CC
**HOMO**: -8.232 eV
**E_LUMO**: 0.0413 Ha

```
22
C6H15N (ωB97M-V with the def2-TZVPD basis set)
C 0.80 -3.29 -0.29
C 0.34 -1.97 0.50
N 0.67 -0.68 -0.21
C -1.71 2.49 -0.36
C -1.34 1.14 0.17
C 0.18 0.74 -0.31
C 1.14 1.59 0.63
H -0.11 -3.66 -0.83
H 1.58 -3.22 -1.18
H 1.14 -4.10 0.34
H -0.69 -2.19 0.74
H 0.81 -1.68 1.45
H 0.72 -0.92 -1.22
H -2.70 2.80 0.05
H -1.52 2.65 -1.49
H -0.87 3.25 -0.18
H -1.59 1.16 1.30
H -1.99 0.23 -0.22
H 0.13 0.99 -1.49
H 0.91 1.15 1.61
H 0.86 2.59 0.43
H 2.14 1.50 0.12
```



<2>
Formula: C6H15N
Source: the OMol25 dataset
Level of theory: ωB97M-V with the def2-TZVPD basis set

## Properties
**Gap between HOMO and LUMO**: 9.6 eV
**SMILES string**: CCCCN(C)C
**HOMO**: -8.436 eV
**E_LUMO**: 0.0422 Ha

```
22
C6H15N (ωB97M-V with the def2-TZVPD basis set)
C 1.36 0.13 0.70
C 1.25 -1.37 0.47
C 1.47 -1.80 -0.97
C 0.38 0.94 -0.14
N -1.00 0.46 -0.01
C -1.83 0.95 -1.08
C -1.57 0.75 1.28
H 1.09 0.30 1.75
H 2.37 0.48 0.52
H 0.29 -1.78 0.79
H 2.04 -1.83 1.06
H 1.43 -2.88 -1.04
H 2.45 -1.52 -1.35
H 0.71 -1.36 -1.63
H 0.62 0.87 -1.20
H 0.37 2.02 0.10
H -2.07 2.02 -1.01
H -1.37 0.74 -2.05
H -2.79 0.42 -1.11
H -1.52 1.83 1.55
H -2.63 0.47 1.29
H -1.05 0.19 2.06
```



Most stable to least stable: <2>, <1>



<1>
Formula: C6H15N
Source: the OMol25 dataset
Level of theory: ωB97M-V with the def2-TZVPD basis set

## Properties
**Gap between HOMO and LUMO**: 10.1 eV
**SMILES string**: CC[C@@H](N)C(C)C
**HOMO**: -8.979 eV
**E_LUMO**: 0.0396 Ha

```
22
C6H15N (ωB97M-V with the def2-TZVPD basis set)
C -0.04 0.52 -0.79
C -0.73 -0.19 0.35
C 1.53 0.87 -0.29
C -2.29 -0.49 -0.15
C -0.12 -1.49 0.85
C 1.76 1.38 1.12
N 0.04 -0.20 -2.04
H -0.52 1.49 -0.97
H -0.86 0.50 1.19
H -0.85 -0.22 -2.53
H 0.40 -1.14 -1.93
H 2.17 0.01 -0.49
H 1.86 1.65 -1.00
H -2.32 -1.37 -0.80
H -2.73 0.36 -0.67
H -2.90 -0.70 0.74
H -0.87 -2.09 1.38
H 0.27 -2.11 0.03
H 0.69 -1.31 1.55
H 1.80 0.55 1.83
H 2.73 1.89 1.19
H 0.98 2.08 1.44
```



<2>
Formula: C6H15N
Source: the OMol25 dataset
Level of theory: ωB97M-V with the def2-TZVPD basis set

## Properties
**Gap between HOMO and LUMO**: 9.5 eV
**SMILES string**: CCCNCCC
**HOMO**: -8.338 eV
**E_LUMO**: 0.0420 Ha

```
22
C6H15N (ωB97M-V with the def2-TZVPD basis set)
C -1.12 0.06 -2.19
C 0.31 0.37 -2.59
C -1.36 0.10 -0.66
N -0.46 -0.73 0.14
C 0.84 -0.21 0.50
C 1.19 -0.42 1.98
C 0.56 0.61 2.90
H -1.45 -0.90 -2.57
H -1.84 0.79 -2.57
H 0.89 -0.55 -2.66
H 0.80 1.02 -1.88
H 0.42 0.83 -3.57
H -1.23 1.15 -0.38
H -2.37 -0.23 -0.45
H -0.40 -1.64 -0.28
H 1.62 -0.68 -0.10
H 0.84 0.88 0.36
H 2.28 -0.46 2.04
H 0.95 -1.42 2.33
H 0.99 1.61 2.76
H -0.49 0.69 2.63
H 0.65 0.32 3.95
```



<3>
Formula: C6H15N
Source: the OMol25 dataset
Level of theory: ωB97M-V with the def2-TZVPD basis set

## Properties
**Gap between HOMO and LUMO**: 9.3 eV
**SMILES string**: CCN(C)C(C)C
**HOMO**: -8.219 eV
**E_LUMO**: 0.0403 Ha

```
22
C6H15N (ωB97M-V with the def2-TZVPD basis set)
C 1.29 2.04 -1.14
C 0.29 1.58 -0.08
N -0.46 0.34 -0.40
C 0.17 -0.46 -1.44
C 0.52 -1.20 1.43
C -0.68 -0.43 0.82
C -1.86 -1.40 0.69
H 2.25 1.53 -1.09
H 1.51 3.09 -0.97
H 0.89 1.94 -2.14
H -0.35 2.42 0.18
H 0.83 1.40 0.86
H -0.58 -1.21 -1.73
H 1.03 -1.04 -1.11
H 0.36 0.07 -2.36
H 1.29 -0.49 1.74
H 0.94 -2.00 0.84
H 0.11 -1.68 2.32
H -0.98 0.30 1.54
H -1.66 -2.29 0.10
H -2.71 -0.85 0.26
H -2.20 -1.67 1.67
```



<4>
Formula: C6H15N
Source: the OMol25 dataset
Level of theory: ωB97M-V with the def2-TZVPD basis set

## Properties
**Gap between HOMO and LUMO**: 10.0 eV
**SMILES string**: CC1(C)CC1.CN
**HOMO**: -8.933 eV
**E_LUMO**: 0.0399 Ha

```
22
C6H15N (ωB97M-V with the def2-TZVPD basis set)
C -1.22 0.34 0.15
C -0.84 -0.94 -0.74
C -2.10 -0.86 0.09
C -1.62 1.57 -0.62
C -0.39 0.61 1.36
H -2.15 -1.48 0.97
H -0.95 -0.87 -1.81
H -0.10 -1.66 -0.40
H -3.05 -0.77 -0.43
H -2.14 1.30 -1.54
H -0.74 2.17 -0.89
H -2.28 2.19 -0.02
H 0.69 0.85 1.00
H -0.84 1.39 1.99
H -0.25 -0.27 1.98
C 2.81 -0.95 0.13
N 2.17 0.29 -0.29
H 2.78 0.80 -0.92
H 1.31 0.08 -0.82
H 3.00 -1.65 -0.69
H 3.75 -0.72 0.63
H 2.16 -1.43 0.86
```



Most stable to least stable: <1>, <2>, <3>, <4>



<1>
Formula: C6H15N
Source: the OMol25 dataset
Level of theory: ωB97M-V with the def2-TZVPD basis set

## Properties
**Gap between HOMO and LUMO**: 9.7 eV
**SMILES string**: CCCNC(C)C
**HOMO**: -8.501 eV
**E_LUMO**: 0.0427 Ha

```
22
C6H15N (ωB97M-V with the def2-TZVPD basis set)
C -0.58 -0.79 1.35
C -1.41 -1.68 2.28
C -1.02 -0.90 -0.10
N -0.56 0.13 -1.05
C 1.34 0.89 -2.36
C 0.84 0.52 -0.96
C 1.10 1.71 -0.02
H -0.49 0.23 1.74
H 0.45 -1.14 1.45
H -2.47 -1.53 2.07
H -1.25 -2.72 1.98
H -1.19 -1.62 3.34
H -2.10 -0.92 -0.19
H -0.57 -1.81 -0.48
H -1.16 0.93 -1.02
H 2.41 0.99 -2.41
H 0.86 0.23 -3.10
H 0.87 1.83 -2.62
H 1.40 -0.32 -0.55
H 2.17 1.90 0.00
H 0.55 2.59 -0.34
H 0.82 1.46 1.00
```



<2>
Formula: C6H15N
Source: the OMol25 dataset
Level of theory: ωB97M-V with the def2-TZVPD basis set

## Properties
**Gap between HOMO and LUMO**: 8.7 eV
**HOMO**: -8.054 eV
**E_LUMO**: 0.0255 Ha

```
22
C6H15N (ωB97M-V with the def2-TZVPD basis set)
C 1.01 2.42 -2.95
N -0.24 1.37 -0.09
C -0.13 0.00 0.07
C -0.06 -0.49 1.51
C 0.59 -1.90 1.78
C -1.44 -0.10 2.22
C -0.43 -0.97 -1.05
H -0.04 2.37 -2.49
H 1.44 1.41 -2.99
H 1.58 2.96 -2.21
H 1.01 2.90 -3.91
H 0.87 0.76 -0.20
H 0.73 0.19 1.92
H 1.61 -1.82 2.04
H 0.48 -2.58 0.82
H -0.01 -2.47 2.54
H -2.25 -0.81 1.78
H -1.52 -0.23 3.28
H -1.75 0.90 1.97
H -1.19 -1.78 -0.76
H 0.35 -1.69 -1.33
H -0.60 -0.44 -1.97
```



Most stable to least stable: <1>, <2>



<1>
Formula: C5H12N3O2
Source: the OMol25 dataset
Level of theory: ωB97M-V with the def2-TZVPD basis set

## Properties
**Gap between HOMO and LUMO (alpha / beta)**: 8.5 / 8.5 eV
**SMILES string**: [H]/N=[N+](\ON)C(CO)=C(C)C
**Total charge**: +1
**HOMO (alpha / beta)**: -13.468 / -13.468 eV
**E_LUMO (alpha / beta)**: -0.1810 / -0.1810 Ha

```
22
C5H12N3O2 (ωB97M-V with the def2-TZVPD basis set)
C 0.75 0.63 0.06
C 0.10 -0.61 -0.22
C 0.03 1.83 0.42
C 2.18 0.64 0.01
C 0.90 -1.90 -0.51
N -1.78 -1.95 -0.05
N -3.44 0.04 0.00
N -1.29 -0.87 -0.08
O 1.86 -2.08 0.51
O -2.10 0.34 -0.04
H 0.82 2.62 0.51
H -0.47 1.51 1.39
H -0.66 2.24 -0.31
H 2.56 0.29 -0.90
H 2.70 -0.26 0.54
H 2.86 1.59 0.28
H 0.11 -2.66 -0.60
H 1.59 -1.90 -1.35
H -2.86 -1.95 -0.05
H -3.92 0.13 0.89
H -3.92 0.60 -0.73
H 2.75 -2.28 0.15
```



<2>
Formula: C5H12N3O2
Source: the OMol25 dataset
Level of theory: ωB97M-V with the def2-TZVPD basis set

## Properties
**Gap between HOMO and LUMO**: 10.9 eV
**SMILES string**: CO[C@H]1[NH2+]N(C)C(=O)N1C
**Total charge**: +1
**HOMO**: -14.182 eV
**E_LUMO**: -0.1220 Ha

```
22
C5H12N3O2 (ωB97M-V with the def2-TZVPD basis set)
C -1.58 -0.56 0.15
C 0.65 0.00 0.58
C -0.03 -2.41 0.39
C -2.42 1.66 -0.83
C 3.00 0.03 -0.09
N -0.34 -0.98 0.61
N -1.56 0.86 0.04
N -0.25 1.39 0.19
O -2.51 -1.26 -0.02
O 1.59 -0.23 -0.34
H 1.17 0.34 1.46
H -0.33 -2.72 -0.55
H 1.04 -2.83 0.68
H -0.69 -2.88 1.01
H -2.61 2.70 -0.43
H -1.81 1.78 -1.70
H -3.25 1.08 -1.01
H 3.16 0.33 0.95
H 3.35 0.76 -0.79
H 3.45 -0.92 -0.34
H -0.11 2.10 0.83
H 0.08 1.75 -0.78
```



Most stable to least stable: <2>, <1>



<1>
Formula: C4H3N
Source: the OMol25 dataset
Level of theory: ωB97M-V with the def2-TZVPD basis set

## Properties
**Gap between HOMO and LUMO**: 10.8 eV
**SMILES string**: C=C=CC#N
**HOMO**: -10.345 eV
**E_LUMO**: 0.0182 Ha

```
8
C4H3N (ωB97M-V with the def2-TZVPD basis set)
C -0.46 -0.24 1.60
C -0.38 -0.06 0.32
C -0.19 0.35 -0.91
C 0.95 -0.09 -1.66
N 1.87 -0.47 -2.26
H -0.94 -1.07 2.12
H 0.03 0.54 2.17
H -0.88 1.04 -1.37
```



<2>
Formula: C4H3N
Source: the OMol25 dataset
Level of theory: ωB97M-V with the def2-TZVPD basis set

## Properties
**Gap between HOMO and LUMO**: 8.0 eV
**HOMO**: -7.882 eV
**E_LUMO**: 0.0051 Ha

```
8
C4H3N (ωB97M-V with the def2-TZVPD basis set)
C 0.77 -0.06 0.93
C -0.59 -0.13 1.06
C -0.07 0.22 -1.52
C 0.73 0.35 -0.40
N -1.13 0.10 -0.67
H 1.64 -0.16 1.63
H -1.43 -0.59 1.52
H 0.09 0.28 -2.56
```



Most stable to least stable: <1>, <2>